{
  "formula": "C11H36N5O10",
  "method": "ωB97M-V/def2-TZVPD",
  "symbols": ["N", "O", "O", "O", "C", "O", "H", "H", "H", "H", "C", "O", "H", "H", "H", "H", "C", "O", "H", "H", "H", "H", "C", "O", "N", "N", "H", "H", "H", "H", "C", "O", "N", "N", "H", "H", "H", "H", "C", "C", "C", "O", "H", "H", "H", "H", "H", "H", "H", "H", "C", "C", "C", "O", "H", "H", "H", "H", "H", "H", "H", "H"],
  "coordinates": [[-0.0108, 0.4612, 0.3842], [-0.3084, -0.5585, 1.1177], [-0.5924, 1.5007, 0.5590], [0.9033, 0.3456, -0.3880], [-4.1862, 1.3624, 1.4282], [-3.1633, 2.1998, 1.1487], [-5.0083, 1.9394, 1.8518], [-4.3958, 0.9147, 0.4567], [-4.0039, 0.6898, 2.2664], [-2.3602, 1.6759, 1.1026], [-3.1336, 1.0536, -2.2325], [-4.4155, 1.6484, -2.2838], [-2.7826, 1.1265, -1.2032], [-3.2663, 0.0156, -2.5374], [-2.3007, 1.5467, -2.7338], [-4.5649, 2.0775, -1.4382], [0.6219, 2.5086, -3.9409], [1.0710, 2.4784, -2.6042], [-0.3943, 2.8617, -4.1165], [1.3322, 3.2521, -4.3025], [0.8329, 1.5710, -4.4553], [0.4765, 1.8503, -2.1877], [3.6392, 1.9079, 0.9317], [4.0192, 2.8511, 1.5578], [3.2195, 0.8033, 1.5489], [3.6583, 1.7905, -0.3211], [2.8835, 0.0476, 0.9691], [3.1112, 0.8716, 2.5508], [3.8093, 2.6989, -0.7360], [3.3518, 0.9799, -0.8397], [0.4840, -3.9550, 1.3913], [0.3541, -5.1018, 1.8561], [1.3495, -3.0940, 1.7862], [-0.2873, -3.4208, 0.4875], [2.1295, -3.3762, 2.3624], [1.2731, -2.2395, 1.2533], [-0.9819, -3.9306, -0.0397], [-0.3828, -2.4303, 0.3148], [-1.4828, 1.2094, 5.6071], [-0.8889, 0.8580, 4.2720], [0.2826, 1.8261, 4.0144], [-0.2554, -0.4420, 4.1711], [-2.4685, 0.7842, 5.7956], [-1.4266, 2.2563, 5.9056], [-0.8709, 0.7023, 6.3531], [-1.5204, 1.0901, 3.4144], [1.0835, 1.8066, 4.7535], [-0.0874, 2.8261, 3.7879], [0.8018, 1.5169, 3.1073], [-0.0674, -0.4917, 3.2310], [0.5117, -2.2564, -2.7693], [1.6612, -2.3069, -3.7241], [1.8804, -3.5868, -4.4503], [1.4982, -1.2049, -4.6382], [0.2404, -3.1605, -2.2244], [-0.3591, -2.0071, -3.3757], [0.6101, -1.4308, -2.0644], [2.5487, -2.1057, -3.1241], [1.9977, -4.4262, -3.7650], [2.7117, -3.5445, -5.1541], [1.0035, -3.7196, -5.0840], [0.6150, -1.1169, -5.0039]],
  "forces_ev_per_angstrom": [[-0.269, -2.324, 2.536], [-0.129, 0.411, -0.341], [-1.177, 1.802, -0.112], [1.713, -0.115, -2.219], [-1.487, -0.444, 0.427], [1.746, 1.890, 0.261], [-0.459, 0.217, -0.627], [-1.091, -1.037, 0.462], [0.406, -0.754, -0.342], [0.790, 0.147, -0.163], [0.145, -0.291, 1.316], [-0.104, 0.516, -0.485], [0.055, -0.612, 0.220], [0.459, 0.006, -0.065], [-0.467, 0.275, -0.898], [0.016, 0.155, -0.046], [1.750, 0.942, -0.354], [-1.120, -0.621, 0.257], [-0.169, -0.081, 0.275], [-0.383, 0.094, -1.020], [-0.239, -0.171, -0.080], [0.330, -0.160, 1.006], [-0.304, -1.714, 4.113], [0.855, 3.083, 1.358], [-0.560, -1.870, 1.330], [0.671, 0.946, -6.362], [-0.364, 0.011, 0.787], [-0.125, -0.452, -0.363], [-0.064, -0.528, -0.847], [-0.231, 0.622, 0.051], [-1.473, -4.262, 1.617], [0.310, 0.343, -0.651], [3.366, 2.628, 1.405], [-3.659, 0.762, -3.966], [-0.332, 0.375, -0.138], [0.941, 0.436, 0.701], [0.259, -0.466, 0.717], [0.469, 0.217, 0.461], [-0.018, -1.499, 1.043], [2.548, 1.450, -0.789], [0.143, 0.127, -0.770], [-1.522, 0.398, 0.857], [-0.265, 0.275, -0.251], [-0.238, 0.073, -0.602], [0.293, -0.092, 0.130], [-0.664, -0.652, 0.100], [-0.377, 0.162, 0.523], [0.151, 0.239, 0.363], [-0.173, -0.059, -0.294], [0.051, -0.443, -0.495], [-1.307, 0.079, 0.147], [0.329, 0.958, 0.388], [-0.573, -0.396, -0.795], [1.268, 0.173, -0.020], [0.472, -0.125, -0.011], [-0.424, -0.100, -0.007], [0.167, -0.072, 0.059], [0.306, 0.423, -0.308], [-0.026, -0.023, -0.077], [0.226, 0.129, 0.276], [-0.232, -0.513, 0.002], [-0.211, -0.486, 0.313]],
  "e_lumo_ev": 2.6021,
  "total_charge": -1,
  "e_tot_ha": -1466.83210,
  "homo_lumo_gap_ev": 9.6,
  "e_above_lowest_ev": 1.8347
}